Entry 1:
Below is 2 unconnected molecules or ions with the total composition C3H11N3, with properties calculated with wB97M-V/def2-TZVPD.

## Properties
SMILES string: C=CN.NCN
Molar mass in g mol⁻¹: 89.142
Net charge: 0
Relative energy (zero: lowest compared OMol25 entry of this formula, charge and spin) in kcal/mol: 39.0

Geometry (Å):
C  3.8545  2.6592  -1.0225
C  2.9558  3.4359  -0.4216
N  2.2752  3.1929  0.7583
H  3.9791  1.6197  -0.7256
H  4.6923  3.0724  -1.5572
H  2.9314  4.4885  -0.6847
H  2.3485  2.3428  1.2892
H  1.3533  3.5998  0.7875
N  -2.9212  -3.8038  0.9563
C  -3.2790  -2.8082  -0.0261
N  -2.1605  -1.9318  -0.3728
H  -2.5725  -4.6616  0.5523
H  -2.1937  -3.4197  1.5466
H  -3.6787  -3.3050  -0.9118
H  -4.1154  -2.1813  0.3043
H  -2.1854  -1.4717  -1.2668
H  -1.9415  -1.3075  0.3871

Löwdin population analysis, charges in e, atoms 1 to 2: -0.04 -0.32

---

Entry 2:
Below is 2 unconnected molecules or ions with the total composition C3H11N3, with properties calculated with wB97M-V/def2-TZVPD.

## Properties
SMILES string: CN1CC1.NN
Molar mass in g mol⁻¹: 89.142
Net charge: 0
Relative energy (zero: lowest compared OMol25 entry of this formula, charge and spin) in kcal/mol: 119.2

Geometry (Å):
C  -1.8318  0.1208  0.7151
N  -1.1560  0.3818  -0.5269
C  0.1744  -0.5624  -1.0359
C  -1.2277  -0.7093  -1.4651
H  -1.4086  -0.7577  1.2323
H  -2.9146  0.0152  0.5638
H  -1.7434  1.0111  1.3410
H  0.5407  -1.1977  -0.2400
H  0.8934  -0.3045  -1.8018
H  -1.4067  -0.4442  -2.5060
H  -1.7297  -1.6394  -1.1802
N  1.6301  0.4947  1.4239
N  2.3822  0.9389  0.2766
H  1.9818  -0.3750  1.8155
H  0.6945  0.9094  1.3637
H  2.1010  1.8969  0.0802
H  3.0204  0.2212  -0.0563

Löwdin population analysis, charges in e, atoms 1 to 2: -0.17 -0.12

---

Entry 3:
Below is 2 unconnected molecules or ions with the total composition C3H11N3, with properties calculated with wB97M-V/def2-TZVPD.

## Properties
SMILES string: C=NC.NCN
Molar mass in g mol⁻¹: 89.142
Net charge: 0
Relative energy (zero: lowest compared OMol25 entry of this formula, charge and spin) in kcal/mol: 38.9

Geometry (Å):
C  0.5429  -1.2419  3.6062
N  1.5622  -0.9334  2.9420
C  1.3652  -0.0589  1.7892
H  0.6159  -1.8917  4.4798
H  -0.4671  -0.8828  3.3639
H  0.9411  -0.5940  0.9327
H  2.3233  0.3454  1.4706
H  0.6913  0.7574  2.0382
N  -1.2695  0.1416  -1.1260
C  -0.3207  0.7434  -2.0482
N  -0.8010  0.8549  -3.4357
H  -2.0997  0.7275  -1.0793
H  -1.6367  -0.7032  -1.5624
H  -0.0842  1.7362  -1.6797
H  0.5854  0.1309  -2.0289
H  -0.2141  0.3836  -4.1114
H  -1.7345  0.4850  -3.5510

Löwdin population analysis, charges in e, atoms 1 to 2: -0.10 -0.09